Entry 1:
16
Properties=species:S:1:pos:R:3:mulliken_charge:R:1 method="wB97M-V/def2-TZVPD" e_above_lowest_ev=4.6023 homo_lumo_gap_ev=8.97 lumo_ev=0.497 charge=0 e_homo_ha=-0.31153 max_force_ev_per_a=9.64
O 2.7930 0.3937 -1.5534 -0.737
N 1.7675 -0.0056 -0.9332 0.564
C 1.6937 -1.3227 -0.5868 -0.251
C 0.6308 -1.8018 0.1139 -0.391
C -0.4769 -0.9538 0.3642 -0.295
C -0.3701 0.4546 0.0610 0.463
C -1.4938 1.4427 0.3330 -1.216
O -2.6664 0.8247 0.9273 -0.528
C 0.7911 0.8070 -0.7018 -0.617
H 2.6290 -1.9264 -0.7093 0.331
H 0.4427 -3.0352 0.4994 0.174
H -1.2073 -1.4671 0.7887 0.549
H -1.7969 1.8558 -0.4298 0.663
H -1.1821 2.2512 0.9239 0.442
H -2.2759 0.6758 1.8027 0.339
H 0.7217 1.8072 -0.8996 0.508

***

Entry 2:
17
Properties=species:S:1:pos:R:3:mulliken_charge:R:1 method="wB97M-V/def2-TZVPD" e_above_lowest_ev=2.1993 homo_lumo_gap_ev=10.48 lumo_ev=1.176 charge=0 e_homo_ha=-0.34209 max_force_ev_per_a=0.60
C -1.9675 -0.2964 0.1550 -1.215
C -1.1226 -0.2967 -1.1003 0.095
N -0.3404 0.8714 -1.4813 -0.657
C 0.3504 -0.2965 -0.9269 -0.326
C 0.9284 -0.4651 0.4563 0.030
C 2.1766 0.2055 0.8796 -0.436
N 0.8869 0.5993 1.4506 -0.590
H -2.9989 0.0121 -0.0356 0.349
H -1.5503 0.3536 0.9314 0.345
H -1.9859 -1.3075 0.5747 0.274
H -1.5546 -0.8117 -1.9555 0.366
H -0.5706 1.6453 -0.8713 0.294
H 0.9389 -0.7998 -1.6918 0.391
H 0.7305 -1.4544 0.8742 0.332
H 2.8515 -0.2840 1.5780 0.252
H 2.6572 0.8742 0.1701 0.243
H 0.5704 1.4507 0.9928 0.252

***

Entry 3:
9
Properties=species:S:1:pos:R:3:mulliken_charge:R:1 method="wB97M-V/def2-TZVPD" e_above_lowest_ev=6.1287 homo_lumo_gap_ev="7.26 / 7.26" lumo_ev="-2.260 / -2.260" charge=0 e_homo_ha="-0.35004 / -0.35001" max_force_ev_per_a=3.58
C 0.1710 0.3838 -0.7012 -0.397
C 1.0151 1.6624 1.5025 0.471
O -2.1847 0.6989 -1.7811 -0.451
O -1.3066 2.4317 -0.2029 -0.394
F 1.8732 0.7871 2.0027 -0.158
F 1.5775 2.8794 1.5190 -0.204
F -0.1370 1.6899 2.1282 -0.131
S -1.3307 1.0848 -0.6909 0.907
H 0.4306 -0.2781 0.0139 0.358

***

Entry 4:
49
Properties=species:S:1:pos:R:3:mulliken_charge:R:1 method="wB97M-V/def2-TZVPD" homo_lumo_gap_ev=4.67 lumo_ev=1.530 charge=-1 e_homo_ha=-0.11528 max_force_ev_per_a=5.59
Ag -11.2066 -6.3032 9.8517 0.216
N -10.4333 -8.1366 14.2011 -0.062
C -10.0507 -7.6904 12.9865 -0.566
N -10.5522 -8.0961 11.8619 -0.530
C -11.6502 -8.9015 11.9534 0.272
N -12.4088 -9.1230 10.8601 -0.860
N -12.0569 -8.4317 9.8347 0.390
C -12.3162 -8.7880 8.5750 -0.742
C -12.2269 -7.8500 7.4791 0.605
C -13.0765 -8.0385 6.3468 -0.644
C -12.7355 -7.3663 5.2097 -0.438
C -11.6646 -6.4874 5.2517 -0.518
C -11.1004 -6.1058 6.4710 -0.221
N -11.5091 -6.6795 7.6194 0.199
C -12.0665 -9.5368 13.2004 0.630
C -13.1705 -10.3637 13.4161 -0.165
C -13.5738 -10.7157 14.7129 -0.802
C -12.7639 -10.4115 15.8198 -0.242
C -11.6264 -9.6274 15.6584 -0.976
C -11.3649 -9.1430 14.3637 0.542
H -10.0072 -7.7826 15.0641 0.257
H -9.2906 -6.9378 12.9703 0.740
H -12.6765 -9.8137 8.3906 0.420
H -13.9437 -8.7051 6.3972 0.355
H -13.2146 -7.4959 4.2388 0.397
H -11.2544 -6.0536 4.3332 0.367
H -9.0211 -5.6945 6.5276 -0.079
H -13.7505 -10.6716 12.5384 0.435
H -14.5289 -11.2468 14.7956 0.345
H -13.0174 -10.7230 16.8252 0.367
H -10.9641 -9.3874 16.4809 0.359
N -9.5670 -4.4821 8.7976 0.085
C -9.2712 -3.4132 9.7450 -0.586
C -8.9024 -3.9095 11.1459 -0.697
C -10.0289 -4.6216 11.9752 0.783
O -9.6695 -4.8741 13.1407 -0.770
O -11.1707 -4.7523 11.4635 -0.816
H -8.8630 -5.2277 8.7747 0.263
H -10.1096 -3.1949 7.2558 0.401
H -10.1520 -2.7599 9.7790 0.341
H -8.4323 -2.7849 9.3697 0.335
H -8.4783 -3.0190 11.6343 0.349
H -8.0967 -4.6556 11.0663 0.159
B -9.9143 -4.1699 5.1180 0.191
C -9.9911 -5.1147 6.4816 0.019
N -10.1014 -4.1726 7.5720 -0.489
H -9.2476 -3.1853 5.4760 -0.229
H -11.0473 -3.8452 4.8431 -0.180
H -9.3246 -4.8223 4.3019 -0.209

***

Entry 5:
41
Properties=species:S:1:pos:R:3:mulliken_charge:R:1 method="wB97M-V/def2-TZVPD" e_above_lowest_ev=0.0858 homo_lumo_gap_ev=9.13 lumo_ev=0.865 charge=0 e_homo_ha=-0.30380 max_force_ev_per_a=0.78
C 2.5776 0.9975 -1.0723 -1.451
C 1.3943 1.6708 -0.3899 0.090
C 0.3293 2.0911 -1.4007 -0.507
C -0.8798 2.7597 -0.7425 -1.038
C -1.8679 1.7655 -0.1283 0.047
C -2.7871 1.1405 -1.1783 -0.608
C -3.7348 0.0896 -0.5888 -0.848
C -3.1564 -1.3240 -0.6160 -0.636
O -1.9717 -1.4256 0.1654 -0.286
C -0.8218 -1.7015 -0.4759 0.440
O -0.7489 -1.8947 -1.6682 -0.681
C 0.3302 -1.7462 0.4404 0.119
C 1.5614 -2.1778 -0.0552 -0.451
C 2.6704 -2.2168 0.7560 -0.656
C 2.5834 -1.8147 2.0931 1.208
N 3.7002 -1.7829 2.8856 -0.526
C 1.3470 -1.3864 2.5893 -0.756
C 0.2373 -1.3554 1.7766 -0.493
H 3.3181 0.6883 -0.3380 0.346
H 3.0504 1.6779 -1.7780 0.448
H 2.2449 0.1157 -1.6143 0.245
H 1.7417 2.5521 0.1557 0.354
H 0.9641 0.9796 0.3369 -0.008
H 0.7807 2.7884 -2.1111 0.436
H 0.0073 1.2132 -1.9631 0.164
H -1.4100 3.3634 -1.4834 0.366
H -0.5205 3.4389 0.0345 0.389
H -1.3197 0.9844 0.3977 -0.289
H -2.4880 2.2853 0.6072 0.423
H -2.1900 0.6806 -1.9674 0.235
H -3.3774 1.9376 -1.6370 0.540
H -3.9845 0.3566 0.4398 0.332
H -4.6621 0.0598 -1.1641 0.372
H -2.9206 -1.6192 -1.6444 0.409
H -3.8745 -2.0334 -0.1910 0.342
H 1.6203 -2.4863 -1.0880 0.456
H 3.6205 -2.5537 0.3671 0.307
H 3.5684 -1.7163 3.8804 0.212
H 4.5061 -2.3012 2.5800 0.205
H 1.2739 -1.0762 3.6220 0.299
H -0.7120 -1.0242 2.1683 0.453

***

Entry 6:
54
Properties=species:S:1:pos:R:3:mulliken_charge:R:1 method="wB97M-V/def2-TZVPD" homo_lumo_gap_ev=7.72 lumo_ev=2.628 charge=-1 e_homo_ha=-0.18700 max_force_ev_per_a=1.28
O -1.6063 3.6285 2.1861 -0.796
C -1.1616 2.6678 1.5352 0.222
O -1.0260 1.4823 1.8860 -0.778
C -0.6999 3.0141 0.1016 0.420
C 0.7128 2.5010 -0.1946 -0.671
C 0.8072 1.1067 -0.7714 -0.535
O -0.0161 0.9494 -1.9685 -0.354
S -1.5548 0.9724 -1.6108 1.114
O -1.8549 0.0064 -0.6000 -0.464
O -2.3058 0.8399 -2.8293 -0.722
C -1.7305 2.6114 -0.9807 -1.038
H -0.6680 4.1030 0.0743 0.399
H 1.2851 3.1998 -0.8118 0.351
H 1.2371 2.4632 0.7644 0.303
H 0.5843 0.3382 -0.0336 0.292
H 1.8324 0.9286 -1.0988 0.357
H -2.7535 2.6491 -0.6041 0.407
H -1.6711 3.3079 -1.8170 0.377
C -0.6240 -4.6087 -4.3494 -0.394
C -0.8905 -3.2875 -4.6839 -0.426
C -1.1409 -2.3516 -3.6887 -0.338
C -1.1178 -2.7338 -2.3535 -0.015
C -0.8500 -4.0559 -2.0212 -0.613
C -0.6058 -4.9936 -3.0161 -0.318
H -0.4319 -5.3380 -5.1272 0.339
H -0.9050 -2.9863 -5.7243 0.354
H -1.3583 -1.3233 -3.9464 0.340
H -1.3116 -2.0078 -1.5776 0.374
H -0.8321 -4.3549 -0.9805 0.381
H -0.4013 -6.0242 -2.7525 0.350
C -4.3831 -1.2004 5.0616 -0.311
C -3.5823 -0.2277 4.4749 -0.574
C -3.0589 -0.4196 3.2020 -0.401
C -3.3515 -1.5928 2.5168 -0.473
C -4.1537 -2.5668 3.0990 -0.396
C -4.6685 -2.3728 4.3742 -0.372
H -4.7863 -1.0452 6.0558 0.345
H -3.3611 0.6883 5.0084 0.410
H -2.4247 0.3388 2.7419 0.663
H -2.9493 -1.7406 1.5219 0.492
H -4.3795 -3.4786 2.5580 0.357
H -5.2917 -3.1330 4.8308 0.334
C 5.5629 2.6219 1.3703 -0.455
C 4.6941 3.0107 0.3607 -0.288
C 4.7552 2.3958 -0.8821 -0.305
C 5.6802 1.3872 -1.1127 -0.394
C 6.5479 0.9971 -0.1022 -0.385
C 6.4911 1.6165 1.1383 -0.348
H 5.5140 3.1012 2.3393 0.357
H 3.9664 3.7908 0.5434 0.356
H 4.0786 2.7005 -1.6706 0.406
H 5.7231 0.9036 -2.0802 0.361
H 7.2671 0.2081 -0.2813 0.349
H 7.1685 1.3131 1.9263 0.352